No. 1
# C4H11N2SSn

C4H11N2SSn as an isolated structure (ωB97M-V/def2-TZVPD, OMol25).

Geometry as XYZ:
```
19
Properties=species:S:1:pos:R:3
C -0.6454 0.0132 -2.2059
Sn 0.1904 -1.2319 -0.6092
N -1.4354 -1.8602 0.7674
H 1.6051 -2.1293 -0.8619
H -1.0476 -1.8878 1.7168
H -1.2292 -1.2371 -1.5971
H -0.5101 -0.3453 -3.2383
H 0.2726 0.5765 -1.9163
H -1.4946 0.6869 -2.0672
H -2.1965 -1.1791 0.7745
H -1.8325 -2.7811 0.5726
S 0.5936 2.9501 0.8648
C 1.9424 2.0008 1.4636
C 1.7012 0.6703 1.3519
N 0.4571 0.3925 0.7645
C -0.2701 1.5342 0.5356
H 2.8368 2.4455 1.8727
H 2.3573 -0.1548 1.6340
H -1.2949 1.5365 0.1773
```

The calculation puts the energy above the lowest of the compared OMol25 structures with the same formula, charge and spin at 373.4 kJ/mol. The largest force on an atom comes out at 0.0696 Eh/bohr. For the lowest unoccupied orbital energy (spin up / spin down), the calculation gives -4.1839 / -3.3430 eV. The molecular weight is 237.9 u. As for the total charge: +1. As for the HOMO energy (spin up / spin down): -8.832 / -10.054 eV. For the gap between HOMO and LUMO (spin up / spin down), the calculation gives 4.6 / 6.7 eV.

No. 2
# C30H32ClNiO2P

C30H32ClNiO2P as an isolated structure (ωB97M-V/def2-TZVPD, OMol25).

Geometry as XYZ:
```
67
Properties=species:S:1:pos:R:3
Ni -0.5937 1.3696 -1.6478
Cl -0.9742 3.4128 -0.7756
C 0.1973 3.5755 0.5102
C 0.0298 4.6127 1.4079
C 0.9727 4.7848 2.4097
C 2.0688 3.9383 2.4964
C 2.2323 2.9116 1.5800
C 1.2832 2.7035 0.5821
P 1.4448 1.3468 -0.6210
C 3.1530 1.4288 -1.1942
C 3.5550 2.5056 -1.9871
C 4.8765 2.6074 -2.3835
C 5.7925 1.6358 -1.9985
C 5.3918 0.5655 -1.2110
C 4.0684 0.4467 -0.8168
C 1.2739 -0.2432 0.2447
C 0.9165 -1.3180 -0.5786
C 0.7310 -2.5812 -0.0449
C 0.8973 -2.7770 1.3200
C 1.2513 -1.7161 2.1399
C 1.4380 -0.4456 1.6108
H -0.8141 5.2840 1.3163
H 0.8564 5.5978 3.1130
H 2.8056 4.0838 3.2744
H 3.1068 2.2738 1.6274
H 2.8354 3.2591 -2.2884
H 5.1949 3.4406 -2.9948
H 6.8218 1.7079 -2.3230
H 6.1089 -0.1822 -0.9000
H 3.7530 -0.3942 -0.2133
H 0.8110 -1.1613 -1.6489
H 0.4611 -3.4088 -0.6880
H 0.7576 -3.7625 1.7436
H 1.3964 -1.8818 3.1998
H 1.7364 0.3682 2.2596
C -3.9641 -4.9068 2.7112
C -3.5877 -3.5862 2.1271
C -3.5922 -3.3820 0.7476
C -3.2255 -2.1762 0.1846
C -3.3691 -1.9977 -1.2953
C -2.7765 -1.1277 1.0498
C -2.1680 0.0645 0.5739
O -1.9403 0.3911 -0.6137
C -2.8505 -1.2975 2.4640
C -2.5408 -0.1869 3.4293
C -3.2390 -2.5208 2.9617
H -4.5143 -5.5225 2.0032
H -4.5548 -4.7845 3.6181
H -3.0610 -5.4564 2.9920
H -3.9149 -4.1851 0.0957
H -3.6924 -2.9238 -1.7666
H -2.4376 -1.6772 -1.7537
H -4.1174 -1.2314 -1.5088
H -1.8797 0.7752 1.3572
H -1.5410 0.2262 3.2906
H -2.6026 -0.5495 4.4530
H -3.2658 0.6224 3.3243
H -3.2886 -2.6603 4.0353
C -0.2740 -0.5390 -4.5130
C -0.2407 0.9475 -4.8084
O -0.7930 1.7032 -3.6857
H -0.1291 -1.1044 -5.4320
H -1.2433 -0.8175 -4.0937
H 0.5203 -0.8185 -3.8185
H -0.8203 1.1790 -5.6991
H 0.7815 1.2926 -4.9556
H -1.5149 2.2617 -3.9947
```

The largest force on an atom comes out at 0.0205 Eh/bohr. For the lowest unoccupied orbital energy (spin up / spin down), the calculation gives -5.9008 / -7.5195 eV. The molecular weight is 549.7 u. As for the total charge: +2. The spin multiplicity is 3. As for the HOMO energy (spin up / spin down): -14.309 / -14.314 eV. For the gap between HOMO and LUMO (spin up / spin down), the calculation gives 8.4 / 6.8 eV.

No. 3
# C6H14O2

A 2-piece molecular cluster, C6H14O2 overall (ωB97M-V/def2-TZVPD, OMol25).

Geometry as XYZ:
```
22
Properties=species:S:1:pos:R:3
C 2.2626 0.4453 -1.5125
O 1.3847 -0.6905 -1.6299
C 2.5081 0.7342 -0.0503
C 1.4369 1.5427 0.6823
C 0.0924 1.0443 0.3581
C -1.0792 1.1521 1.1259
C -2.3930 0.7615 0.6362
H 1.7971 1.2438 -2.1019
H 3.2211 0.1989 -1.9752
H 1.8450 -1.3892 -2.1103
H 3.5019 1.1390 0.1110
H 2.6279 -0.2353 0.4498
H 1.4185 2.6059 0.3907
H 1.6555 1.4510 1.7542
H -0.0456 0.7327 -0.6676
H -1.0247 1.5666 2.1338
H -2.8138 1.7293 0.3027
H -2.3118 0.0823 -0.2010
H -3.0533 0.4611 1.4456
H -2.6196 -3.7045 0.2256
H -3.5826 -3.8874 1.4453
O -3.5382 -3.7587 0.4953
```

The calculation puts the energy above the lowest of the compared OMol25 structures with the same formula, charge and spin at 79.0 kJ/mol. The largest force on an atom comes out at 0.0268 Eh/bohr. For the lowest unoccupied orbital energy (spin up / spin down), the calculation gives -4.4099 / -8.0553 eV. The molecular weight is 118.2 u. As for the total charge: +1. The spin multiplicity is 2. As for the HOMO energy (spin up / spin down): -13.969 / -13.969 eV. For the gap between HOMO and LUMO (spin up / spin down), the calculation gives 9.6 / 5.9 eV.

No. 4
# C38H67N4O3PmS3Se

C38H67N4O3PmS3Se as an isolated structure (ωB97M-V/def2-TZVPD, OMol25).

Geometry as XYZ:
```
117
Properties=species:S:1:pos:R:3
Pm 1.1404 0.5220 -0.3912
C 0.6158 -1.6023 3.6533
S 2.0187 -0.9091 2.7624
C 2.7026 0.2234 3.9598
O 1.2353 0.1196 1.7543
H 0.9531 -2.5455 3.9575
H -0.1780 -1.6457 2.8647
H 0.3657 -0.9353 4.4934
H 2.3588 -0.0384 4.9811
H 2.5805 1.2684 3.6403
H 3.7569 -0.1019 4.0261
C 4.0871 4.5114 0.3771
C 5.1634 3.3950 0.1100
C 5.2990 3.0969 -1.3692
C 5.1016 2.0656 0.8978
C 5.6253 2.0244 2.1817
C 5.7837 0.8533 2.8380
C 5.6429 -0.3014 2.0824
C 5.0520 -0.3183 0.8364
C 5.2102 -1.6415 0.0620
C 4.8868 -1.4174 -1.4112
C 4.5022 -2.8836 0.5615
C 4.4501 0.9118 0.3517
O 3.3417 1.0167 -0.3676
H 4.7730 5.4049 0.4963
H 3.5312 4.3500 1.3184
H 3.4348 4.6273 -0.4757
H 6.1686 3.8600 0.3820
H 4.2665 2.7813 -1.7512
H 6.0330 2.3161 -1.5220
H 5.6054 3.9770 -1.9963
H 5.9780 2.9409 2.6624
H 6.1618 0.8017 3.8683
H 5.8917 -1.3244 2.4932
H 6.2958 -1.7369 0.2059
H 3.7669 -1.3695 -1.5600
H 5.3923 -2.3023 -1.9119
H 5.3015 -0.4336 -1.7604
H 3.3892 -2.7837 0.5948
H 4.8434 -3.1949 1.5700
H 4.6582 -3.7417 -0.1289
C -5.0883 -4.6378 -2.7893
C -4.3676 -3.2569 -2.9420
C -4.3232 -2.4240 -1.6266
C -2.9942 -2.5511 -0.9325
N -2.9819 -1.9744 0.4666
C -2.6338 -0.6511 0.8113
Se -1.9616 0.6640 -0.4449
N -2.8077 -0.5283 2.1377
C -2.4701 0.6987 2.9588
C -3.4118 1.1292 4.1171
C -4.8796 1.1651 3.7832
C -5.2766 2.3691 2.9222
C -3.2026 -1.7832 2.6629
C -3.1018 -2.2414 3.9934
C -3.2810 -3.6059 4.2302
C -3.5320 -4.4997 3.1485
C -3.5774 -4.0888 1.7891
C -3.3608 -2.7041 1.5877
H -5.3407 -5.0557 -3.7100
H -5.9837 -4.5213 -2.1837
H -4.3939 -5.3373 -2.3513
H -4.9104 -2.5730 -3.6242
H -3.3577 -3.3448 -3.3364
H -5.0785 -2.6640 -0.8877
H -4.4739 -1.3528 -1.7698
H -2.1471 -2.0992 -1.4763
H -2.7127 -3.5871 -0.7675
H -2.4229 1.4541 2.1920
H -1.4716 0.5252 3.4298
H -3.0433 2.1270 4.5026
H -3.2379 0.4765 4.9948
H -5.5347 1.1306 4.6898
H -5.1470 0.1899 3.2644
H -4.5943 3.1846 3.1226
H -6.3430 2.5904 3.1729
H -5.1134 2.1799 1.8582
H -2.8032 -1.6109 4.8088
H -3.2129 -3.9876 5.2966
H -3.4950 -5.5790 3.2945
H -3.8478 -4.8271 1.0424
C -0.1330 4.1615 0.3550
N -0.6760 4.4755 -0.9529
C -0.9953 5.9096 -1.0980
C -0.5025 3.7206 -2.0762
S 0.9294 2.7395 -2.1907
N -1.3588 3.9424 -3.1274
C -0.9282 3.9938 -4.4886
C -2.7646 3.9694 -2.8495
H -0.5081 4.9925 1.0072
H 0.9428 4.0134 0.3182
H -0.4954 3.2725 0.7931
H -0.1048 6.6142 -1.1688
H -1.7351 6.2279 -0.3431
H -1.4609 6.0288 -2.0989
H -0.1350 4.7943 -4.5775
H -1.7641 4.1013 -5.1518
H -0.4845 3.0574 -4.8147
H -3.0230 4.1282 -1.7960
H -3.2603 3.1164 -3.3400
H -3.0708 4.8839 -3.3893
C 0.5898 -4.8564 -2.0099
C 1.1052 -3.6695 -2.8045
S 0.1622 -2.1516 -2.4986
O 1.1906 -1.0928 -1.8182
C 0.3164 -1.4757 -4.2087
C -0.5943 -1.9557 -5.3142
H 0.9660 -5.6720 -2.5758
H -0.4934 -4.8873 -2.0133
H 0.8135 -4.9055 -0.8980
H 1.1227 -3.8590 -3.9006
H 2.1099 -3.4576 -2.5288
H 1.3475 -1.6164 -4.4801
H 0.2500 -0.4060 -4.0746
H -0.6865 -3.0147 -5.1674
H -0.2588 -1.7490 -6.3145
H -1.6823 -1.6118 -5.1757
```

The largest force on an atom comes out at 0.0687 Eh/bohr. For the lowest unoccupied orbital energy (spin up / spin down), the calculation gives -4.8066 / -4.7763 eV. The molecular weight is 948.1 u. As for the total charge: +2. The spin multiplicity is 5. As for the HOMO energy (spin up / spin down): -11.265 / -11.271 eV. For the gap between HOMO and LUMO (spin up / spin down), the calculation gives 6.5 / 6.5 eV.